1.
{"formula": "C2H3N3O3", "method": "ωB97M-V/def2-TZVPD", "e_above_lowest_kcal_mol": 83.0, "multiplicity": 1, "homo_energy_ev": -9.63, "species": ["N", "C", "N", "O", "O", "H", "H", "N", "C", "O", "H"], "coordinates": [[-0.35, -0.74, 2.13], [-0.04, -0.97, 1.05], [0.14, -1.35, -0.22], [1.40, -1.77, -0.80], [-0.60, -0.83, -1.27], [1.74, -2.49, -0.23], [-0.37, 0.02, -1.74], [-0.77, 1.89, 0.85], [-0.20, 2.00, -0.17], [0.43, 1.99, -1.15], [-1.39, 2.26, 1.54]], "mulliken_charge": [-0.4067, 0.4234, 0.1076, -0.4124, -0.3945, 0.3453, 0.3423, -0.3019, 0.5696, -0.5105, 0.2379]}

2.
{"formula": "C7H28HfN17O16", "method": "ωB97M-V/def2-TZVPD", "s_squared": 0.751, "multiplicity": 2, "homo_energy_ev": [-8.81, -9.12], "species": ["Hf", "N", "O", "O", "O", "N", "O", "O", "O", "N", "O", "O", "O", "C", "O", "N", "N", "H", "H", "H", "H", "C", "O", "N", "N", "H", "H", "H", "H", "C", "O", "N", "N", "H", "H", "H", "H", "C", "O", "N", "N", "H", "H", "H", "H", "C", "O", "N", "N", "H", "H", "H", "H", "C", "O", "N", "N", "H", "H", "H", "H", "C", "O", "N", "N", "H", "H", "H", "H"], "coordinates": [[-0.69, 3.43, -1.12], [0.34, 0.13, -0.10], [0.38, -0.56, 0.91], [1.02, -0.14, -1.07], [-0.38, 1.10, -0.23], [-3.67, 2.85, 1.03], [-4.63, 3.54, 0.73], [-3.57, 2.17, 2.07], [-2.58, 3.01, 0.44], [2.72, 2.25, -1.36], [3.19, 2.12, -0.24], [3.38, 2.13, -2.39], [1.60, 2.71, -1.55], [-3.56, -1.72, 1.55], [-4.75, -1.62, 1.19], [-2.99, -2.80, 1.73], [-2.86, -0.66, 1.92], [-2.39, -2.76, 2.55], [-3.37, -3.65, 1.37], [-3.26, 0.27, 1.88], [-1.86, -0.76, 1.96], [0.77, 3.14, 2.14], [0.19, 3.34, 1.09], [0.25, 3.54, 3.19], [1.92, 2.54, 2.36], [-0.53, 4.14, 2.99], [0.76, 3.50, 4.06], [2.45, 2.18, 1.58], [2.16, 2.42, 3.33], [0.36, -0.54, 4.83], [0.43, -0.76, 6.02], [1.21, -0.85, 3.93], [-0.62, 0.11, 4.27], [0.97, -0.65, 2.97], [2.10, -1.31, 4.07], [-0.70, 0.29, 3.28], [-1.24, 0.45, 4.99], [3.00, -1.59, -3.79], [3.09, -0.35, -4.05], [3.85, -2.48, -4.34], [2.20, -2.10, -2.94], [3.83, -3.44, -4.02], [4.45, -2.02, -5.01], [2.30, -3.07, -2.67], [1.70, -1.45, -2.34], [3.48, -3.21, 1.65], [3.11, -3.81, 0.63], [3.34, -1.93, 1.86], [4.17, -3.89, 2.60], [2.90, -1.31, 1.20], [3.90, -1.56, 2.62], [4.13, -3.57, 3.56], [4.29, -4.84, 2.28], [-3.64, 0.48, -2.10], [-2.83, 1.22, -1.55], [-3.81, 0.38, -3.40], [-4.52, -0.28, -1.67], [-4.61, -0.11, -3.76], [-3.29, 1.11, -3.88], [-5.04, -0.86, -2.31], [-4.46, -0.54, -0.70], [-0.57, 1.19, -3.90], [-0.54, 1.96, -2.91], [-0.85, 1.41, -5.10], [-0.05, 0.01, -3.81], [-1.04, 0.67, -5.77], [-1.23, 2.33, -5.30], [-0.24, -0.68, -4.52], [0.44, -0.25, -2.96]], "mulliken_charge": [1.8368, 0.6419, -0.7802, -0.8920, 0.4083, 0.8089, -0.6267, -0.7035, -0.4973, 1.0045, -0.7616, -0.6160, -0.6007, 0.5158, -0.7806, -0.3204, -0.0207, 0.2120, 0.2353, 0.0851, 0.1146, 0.5561, -0.6674, -0.3697, -0.2230, 0.2600, 0.1738, 0.2634, 0.1476, 0.6742, -0.7399, -0.0304, -0.1624, 0.2015, 0.0413, -0.0141, 0.1372, 0.6129, -0.6342, -0.4485, -0.1741, 0.1554, 0.2599, 0.2403, 0.3182, 0.6456, -0.6720, -0.2885, -0.4671, 0.0394, 0.2456, 0.2038, 0.2642, 0.4862, -0.2515, -0.4026, -0.3373, 0.1468, 0.2370, 0.1608, 0.1538, 0.1016, -0.5200, -0.3027, 0.0534, 0.1792, 0.3070, 0.2209, -0.0452]}

3.
{"formula": "C5H10O2", "method": "ωB97M-V/def2-TZVPD", "e_above_lowest_kcal_mol": 100.8, "multiplicity": 1, "homo_energy_ev": -7.66, "species": ["C", "C", "C", "C", "C", "O", "H", "H", "H", "H", "H", "H", "H", "H", "O", "H", "H"], "coordinates": [[-1.81, 1.58, 1.00], [-1.13, 0.52, 1.48], [-0.69, -0.49, 0.50], [-0.34, -0.25, -0.77], [-0.68, -1.24, -1.89], [0.74, 0.54, -1.15], [-2.32, 2.24, 1.68], [-1.79, 1.96, -0.07], [-0.81, 0.54, 2.51], [-0.61, -1.53, 0.83], [-1.48, -1.02, -2.63], [0.16, -1.65, -2.52], [-0.86, -2.15, -1.28], [0.96, 0.39, -2.08], [3.85, 0.37, 1.29], [3.61, -0.55, 1.18], [3.20, 0.72, 1.91]], "mulliken_charge": [-0.6419, -0.2260, -0.3979, 0.5449, -1.1887, -0.4660, 0.2717, 0.2032, 0.3513, 0.2779, 0.2606, 0.3803, 0.3035, 0.3320, -0.6285, 0.3090, 0.3146]}

4.
{"formula": "C22H37ClHgP2", "method": "ωB97M-V/def2-TZVPD", "e_above_lowest_kcal_mol": 97.0, "multiplicity": 1, "homo_energy_ev": [-7.46, -4.91], "species": ["P", "P", "C", "C", "H", "H", "H", "H", "C", "H", "H", "H", "C", "H", "H", "H", "C", "H", "H", "H", "C", "H", "H", "H", "Hg", "C", "C", "C", "C", "C", "C", "C", "C", "C", "H", "H", "H", "H", "H", "H", "H", "H", "H", "H", "H", "H", "H", "H", "H", "Cl", "C", "C", "C", "C", "C", "C", "C", "H", "H", "H", "H", "H", "H"], "coordinates": [[1.21, 2.06, -0.27], [-1.69, 1.29, -2.27], [0.91, 1.83, -2.14], [-0.36, 2.57, -2.39], [0.85, 0.71, -2.20], [1.71, 2.24, -2.77], [-0.57, 3.28, -1.56], [-0.33, 3.12, -3.34], [-1.18, -0.38, -2.92], [-2.13, -0.95, -3.03], [-0.56, -0.98, -2.23], [-0.70, -0.34, -3.90], [-2.58, 2.10, -3.67], [-1.83, 2.33, -4.44], [-3.03, 3.04, -3.33], [-3.33, 1.44, -4.12], [3.05, 2.36, -0.88], [3.75, 2.55, -0.06], [3.07, 3.25, -1.54], [3.42, 1.51, -1.48], [1.15, 3.91, 0.05], [0.29, 4.13, 0.70], [1.15, 4.54, -0.85], [2.08, 4.14, 0.59], [-1.43, 1.36, -0.01], [2.89, -1.11, 0.54], [4.14, -0.83, 0.09], [5.31, -0.42, 0.87], [5.09, -0.07, 2.35], [4.36, 1.25, 2.46], [3.04, 1.46, 2.41], [1.99, 0.38, 2.54], [2.30, -1.00, 1.88], [-2.70, 0.56, 1.48], [2.10, -1.21, -0.21], [4.30, -1.09, -0.94], [5.80, 0.44, 0.40], [6.00, -1.27, 0.86], [4.55, -0.87, 2.86], [6.10, -0.04, 2.78], [5.03, 2.11, 2.64], [2.64, 2.50, 2.48], [1.01, 0.78, 2.20], [1.81, 0.22, 3.63], [2.83, -1.62, 2.62], [1.30, -1.45, 1.75], [-3.53, -0.05, 1.07], [-3.06, 1.42, 2.03], [-2.11, -0.05, 2.17], [-1.77, -3.29, 0.07], [-3.36, -3.75, 0.49], [-3.61, -4.73, 1.43], [-4.93, -4.95, 1.88], [-5.99, -4.19, 1.37], [-5.78, -3.25, 0.38], [-4.45, -3.03, -0.14], [-4.26, -2.17, -1.21], [-2.77, -5.28, 1.83], [-5.14, -5.70, 2.64], [-7.00, -4.33, 1.78], [-6.59, -2.67, -0.07], [-5.10, -1.59, -1.58], [-3.33, -2.21, -1.77]], "mulliken_charge": [0.7677, 0.6278, -0.8514, -1.2229, 0.1052, 0.5623, 0.3506, 0.5673, -1.0874, 0.2712, 0.3117, 0.3965, -1.2903, 0.3415, 0.3343, 0.4055, -1.6621, 0.3141, 0.5657, 0.3337, -1.4085, 0.3058, 0.3708, 0.5515, 0.3459, 0.0926, -0.5711, -0.5619, -0.8691, -0.5533, -0.1961, -0.2899, -0.8739, -1.3228, 0.1331, 0.4319, 0.2694, 0.4071, 0.3263, 0.4080, 0.2836, 0.4434, 0.0434, 0.4213, 0.4664, 0.2516, 0.2218, 0.4229, 0.3097, -0.1592, 0.4691, -0.4923, -0.3622, -0.5475, -0.5997, 0.8856, -1.0537, 0.4090, 0.3473, 0.3572, 0.3256, 0.2439, 0.1761]}

5.
{"formula": "C2H4O4", "method": "ωB97M-V/def2-TZVPD", "e_above_lowest_kcal_mol": 16.2, "multiplicity": 1, "homo_energy_ev": -10.64, "species": ["O", "C", "O", "H", "H", "O", "C", "O", "H", "H"], "coordinates": [[1.12, 1.10, -0.24], [1.92, 0.22, -0.01], [1.66, -1.10, -0.07], [2.81, 0.35, 0.65], [0.79, -1.35, -0.19], [-1.28, -1.09, -0.14], [-1.93, -0.11, -0.05], [-1.56, 1.09, -0.02], [-3.01, -0.31, 0.25], [-0.52, 1.20, -0.17]], "mulliken_charge": [-0.5608, 0.2740, -0.3945, 0.3022, 0.3963, -0.5305, 0.1658, -0.4113, 0.2989, 0.4598]}

6.
{"formula": "C6H14ClCrN2O4S", "method": "ωB97M-V/def2-TZVPD", "s_squared": 6.014, "multiplicity": 5, "homo_energy_ev": [-12.37, -14.06], "total_charge": 1, "species": ["Cr", "C", "C", "N", "C", "C", "S", "C", "C", "N", "H", "H", "H", "H", "H", "H", "H", "H", "H", "H", "H", "H", "H", "H", "O", "Cl", "O", "O", "O"], "coordinates": [[-0.28, -0.04, -0.55], [1.37, -0.46, 1.92], [1.25, 1.05, 2.00], [0.12, 1.52, 1.20], [0.26, 2.83, 0.57], [1.36, 2.86, -0.50], [1.48, 1.36, -1.53], [2.89, 0.47, -0.78], [2.53, -0.92, -0.27], [1.27, -0.97, 0.53], [0.53, -0.91, 2.47], [2.29, -0.81, 2.39], [2.16, 1.53, 1.64], [1.15, 1.34, 3.05], [-0.75, 1.47, 1.71], [0.48, 3.62, 1.29], [-0.70, 3.07, 0.11], [2.35, 3.02, -0.09], [1.17, 3.68, -1.20], [3.30, 1.10, 0.00], [3.65, 0.37, -1.55], [3.36, -1.32, 0.32], [2.39, -1.59, -1.12], [1.02, -1.95, 0.59], [-4.04, -0.59, -0.98], [-2.76, -0.21, -0.56], [-2.76, 0.65, 0.59], [-1.87, -1.38, -0.25], [-1.97, 0.48, -1.64]], "mulliken_charge": [0.2999, -0.7636, -0.7535, 0.0590, -0.6565, -0.5817, -0.0320, -0.5526, -0.7712, 0.0230, 0.4247, 0.3386, 0.2557, 0.4132, 0.2939, 0.3126, 0.3707, 0.3842, 0.4360, 0.2845, 0.4325, 0.3456, 0.4189, 0.3104, -0.5165, 1.9170, -0.5659, -0.5979, -0.5287]}

Copy entry 1 word for word.
{"formula": "C2H3N3O3", "method": "ωB97M-V/def2-TZVPD", "e_above_lowest_kcal_mol": 83.0, "multiplicity": 1, "homo_energy_ev": -9.63, "species": ["N", "C", "N", "O", "O", "H", "H", "N", "C", "O", "H"], "coordinates": [[-0.35, -0.74, 2.13], [-0.04, -0.97, 1.05], [0.14, -1.35, -0.22], [1.40, -1.77, -0.80], [-0.60, -0.83, -1.27], [1.74, -2.49, -0.23], [-0.37, 0.02, -1.74], [-0.77, 1.89, 0.85], [-0.20, 2.00, -0.17], [0.43, 1.99, -1.15], [-1.39, 2.26, 1.54]], "mulliken_charge": [-0.4067, 0.4234, 0.1076, -0.4124, -0.3945, 0.3453, 0.3423, -0.3019, 0.5696, -0.5105, 0.2379]}